Entry 1:
Computed, not measured: the ion C2H5N2O2 with charge +1 at a distorted geometry, with wB97M-V/def2-TZVPD.

## Properties
Molecular weight in g/mol: 89.07
SMILES string: C1=[NH+]OCON1
E_LUMO in eV: -3.748
HOMO in eV: -15.10
Kohn-Sham gap in eV: 11.354

Structure (ORCA input):
```
! wB97M-V def2-TZVPD RIJCOSX def2/J DEFGRID3
* xyz 1 1
C 0.05 -0.96 -0.68
C -0.06 1.17 0.84
N 1.05 -0.74 0.11
N -1.08 -0.34 -0.61
O 0.90 0.22 1.09
O -1.34 0.46 0.48
H 0.37 -1.61 -1.57
H -0.14 1.77 1.77
H 0.13 1.77 -0.18
H 2.05 -1.21 -0.02
H -1.94 -0.54 -1.23
*
```



Entry 2:
Computed, not measured: a cluster of 3 separate species, C2H5N2O2 in total at a distorted geometry, with wB97M-V/def2-TZVPD.

## Properties
Molecular weight in g/mol: 89.07
E_LUMO in eV: -4.620
HOMO in eV: -15.77
Kohn-Sham gap in eV: 11.145

Structure (ORCA input):
```
! wB97M-V def2-TZVPD RIJCOSX def2/J DEFGRID3
* xyz 1 1
C -0.01 1.25 -0.12
C 0.71 -0.81 -0.37
N -0.53 0.75 -1.19
N 0.81 0.27 0.43
O 0.02 -0.47 -1.47
O 1.40 -1.84 -0.13
H -0.34 2.15 0.47
H -1.59 0.42 0.76
H -2.63 0.71 0.92
H 1.26 0.26 1.27
H 0.91 -2.69 -0.56
*
```



Entry 3:
Computed, not measured: an isolated molecule of C2H5N2P at a distorted geometry, with wB97M-V/def2-TZVPD.

## Properties
Molecular weight in g/mol: 88.05
E_LUMO (spin up / spin down) in eV: 0.874 / -2.295
HOMO (spin up / spin down) in eV: -4.84 / -9.57
Kohn-Sham gap (spin up / spin down) in eV: 5.713 / 7.273

Structure (ORCA input):
```
! wB97M-V def2-TZVPD RIJCOSX def2/J DEFGRID3
* xyz 0 3
C 0.15 -0.45 1.19
C -0.60 -0.51 -0.16
N 0.95 0.49 1.38
N 0.26 0.08 -1.18
P 1.14 1.35 -0.52
H -0.22 -1.05 1.90
H -0.97 -1.61 -0.34
H -1.50 0.08 -0.16
H 0.77 -0.39 -1.91
H 0.02 2.01 -0.21
*
```



Entry 4:
Computed, not measured: a structure of composition C2H5N2S at a distorted geometry, with wB97M-V/def2-TZVPD.

## Properties
Molecular weight in g/mol: 89.14
E_LUMO in eV: -6.610
HOMO in eV: -14.30
Kohn-Sham gap in eV: 7.694

Structure (ORCA input):
```
! wB97M-V def2-TZVPD RIJCOSX def2/J DEFGRID3
* xyz 1 1
C 0.00 -0.83 0.05
C 1.43 0.96 0.00
N 0.07 0.46 0.07
N -0.95 -1.69 0.00
S 2.40 -0.63 0.00
H 1.59 1.52 -0.92
H 1.70 1.58 0.87
H -0.73 1.09 0.08
H -1.93 -1.41 -0.06
H -0.77 -2.69 0.02
*
```



Entry 5:
Computed, not measured: the ion C2H5N2S3 with charge +1 at a distorted geometry, with wB97M-V/def2-TZVPD.

## Properties
Molecular weight in g/mol: 153.28
E_LUMO in eV: -4.724
HOMO in eV: -13.26
Kohn-Sham gap in eV: 8.535

Structure (ORCA input):
```
! wB97M-V def2-TZVPD RIJCOSX def2/J DEFGRID3
* xyz 1 1
C 1.04 0.02 0.31
C -0.82 0.34 -0.52
N 1.25 0.80 1.35
N -1.51 -0.83 -0.89
S 2.01 -1.20 -0.23
S -1.56 1.15 0.92
S 0.14 2.18 1.65
H -0.62 1.03 -1.38
H 1.79 0.63 2.27
H -1.88 -1.59 -0.24
H 1.42 -1.35 -1.46
H -1.28 -1.19 -1.79
*
```



Entry 6:
Computed, not measured: the ion C2H5N3 with charge +2 at a distorted geometry, with wB97M-V/def2-TZVPD.

## Properties
Molecular weight in g/mol: 71.08
SMILES string: CC(=[NH2+])[N+]#N
E_LUMO (spin up / spin down) in eV: -14.569 / -14.499
HOMO (spin up / spin down) in eV: -22.26 / -23.60
Kohn-Sham gap (spin up / spin down) in eV: 7.690 / 9.105

Structure (ORCA input):
```
! wB97M-V def2-TZVPD RIJCOSX def2/J DEFGRID3
* xyz 2 1
C 0.86 -0.06 -0.24
C 0.30 -0.17 1.01
N 3.09 -0.11 -1.12
N 2.11 -0.05 -0.63
N 0.00 -0.21 -1.67
H -0.72 0.29 0.85
H -0.14 -1.15 1.40
H 0.84 0.22 1.91
H -1.03 -0.12 -1.47
H 0.42 -0.19 -2.56
*
```



Entry 7:
Computed, not measured: a structure of composition C2H5N3O at a distorted geometry, with wB97M-V/def2-TZVPD.

## Properties
Molecular weight in g/mol: 87.08
E_LUMO in eV: 0.453
HOMO in eV: -9.21
Kohn-Sham gap in eV: 9.658

Structure (ORCA input):
```
! wB97M-V def2-TZVPD RIJCOSX def2/J DEFGRID3
* xyz 0 1
N -1.44 0.28 -0.52
C -0.45 -0.46 0.07
N -0.41 -0.78 1.30
H -2.36 0.30 -0.11
H -1.41 0.52 -1.50
H -1.30 -0.68 1.80
H 0.58 -1.11 -0.54
N 1.88 1.19 0.11
C 1.71 0.12 -0.43
O 2.01 -1.00 -0.87
H 1.18 1.62 0.69
*
```



Entry 8:
Computed, not measured: an isolated molecule of C2H5N3O2 at a distorted geometry, with wB97M-V/def2-TZVPD.

## Properties
Molecular weight in g/mol: 103.08
E_LUMO in eV: 0.466
HOMO in eV: -9.12
Kohn-Sham gap in eV: 9.582

Structure (ORCA input):
```
! wB97M-V def2-TZVPD RIJCOSX def2/J DEFGRID3
* xyz 0 1
N -0.84 -0.02 0.88
C 0.70 0.04 0.48
C 0.36 -0.85 -1.12
N 1.04 1.34 0.12
O -1.77 0.69 0.07
N -0.05 -1.88 -1.48
O 1.42 -0.64 1.21
H -1.98 1.48 0.57
H -1.19 -0.97 0.99
H 1.84 1.70 0.62
H 0.32 1.85 -0.38
H 0.16 -2.74 -1.96
*
```



Relative energy (zero: lowest compared OMol25 entry of this formula, charge and spin) list, top to bottom, in kJ/mol: 321.5 360.7 228.3 160.9 162.7 437.6 364.1 556.8
Electronic energy list, top to bottom, in eV: -9218.805 -9218.399 -14418.206 -15961.270 -37631.888 -6599.456 -8669.869 -10716.040